C4H11N2O | ωB97M-V/def2-TZVPD

Element x y z (Å)
C: -1.22 -1.73 -1.92
C: -0.94 -0.17 -1.76
N: 0.40 0.08 -1.02
C: 0.84 -0.46 0.22
C: 0.42 0.63 1.31
N: 0.32 0.29 2.59
O: 0.38 1.80 0.89
H: -0.42 -1.96 -2.69
H: -1.23 -2.19 -0.92
H: -2.29 -2.15 -2.38
H: -1.73 0.22 -1.18
H: -0.74 0.27 -2.71
H: 0.41 1.07 -0.75
H: 1.15 0.10 -1.68
H: 0.07 -1.28 0.58
H: 1.81 -0.89 0.37
H: 0.23 -0.72 2.86
H: 0.10 0.89 3.34

Calculated values
Net charge: +1
Gap between HOMO and LUMO, eV: 11.784
HOMO, eV: -14.897
ΔE to the lowest compared entry with this formula, charge and spin, kcal/mol: 51.9
Strongest force on any atom, eV/Å: 6.975
SMILES string: CC[NH2+]CC(N)=O